Entry 1:
63
Properties=species:S:1:pos:R:3 method="wB97M-V/def2-TZVPD" total_energy_ha=-7409.95438 homo_lumo_gap_ev="6.22 / 4.69" spin_multiplicity=2 largest_force_ha_per_bohr=0.0429 charge=0
Ir -0.228 0.214 -0.564
O -3.288 1.147 0.934
C -3.722 2.401 0.457
C -3.461 2.501 -1.052
C -4.550 3.448 -1.592
O -4.426 3.740 -2.970
C -3.641 1.143 -1.752
Se -2.089 -0.036 -2.002
C -2.098 3.114 -1.369
Se -0.579 2.524 -0.299
H -3.225 1.170 1.894
H -3.199 3.218 0.966
H -4.797 2.520 0.647
H -4.557 4.367 -0.991
H -5.524 2.970 -1.475
H -3.704 4.363 -3.102
H -3.967 1.319 -2.777
H -4.391 0.550 -1.233
H -2.112 4.185 -1.136
H -1.860 2.989 -2.424
C 1.013 0.825 4.836
C 1.424 1.397 3.615
C 0.868 0.988 2.436
C -0.131 -0.017 2.409
C -0.720 -0.497 1.199
C -1.631 -1.526 1.234
C -2.001 -2.120 2.459
C -1.469 -1.669 3.631
C -0.521 -0.612 3.636
C 0.066 -0.159 4.842
H 1.460 1.156 5.764
H 2.190 2.162 3.611
H 1.216 1.414 1.507
H -2.091 -1.870 0.320
H -2.718 -2.930 2.457
H -1.756 -2.114 4.577
H -0.244 -0.618 5.774
O 1.717 0.151 -0.678
C 2.407 -1.037 -1.027
C 1.617 -2.253 -0.564
C 0.777 -3.058 -1.282
C 0.116 -4.025 -0.477
C 0.480 -3.941 0.833
S 1.630 -2.710 1.097
C 3.763 -0.977 -0.351
C 4.363 0.138 0.144
C 5.667 -0.119 0.649
C 6.024 -1.426 0.521
S 4.780 -2.356 -0.192
C 2.564 -1.043 -2.543
C 1.583 -0.872 -3.476
C 2.075 -0.881 -4.808
C 3.424 -1.055 -4.858
S 4.100 -1.194 -3.298
H 0.647 -2.971 -2.351
H -0.589 -4.749 -0.857
H 0.137 -4.547 1.656
H 3.881 1.105 0.134
H 6.305 0.633 1.088
H 6.947 -1.894 0.823
H 0.540 -0.722 -3.233
H 1.452 -0.759 -5.682
H 4.054 -1.102 -5.731


Entry 2:
63
Properties=species:S:1:pos:R:3 method="wB97M-V/def2-TZVPD" total_energy_ha=-2835.82786 homo_lumo_gap_ev="6.08 / 6.13" spin_multiplicity=5 largest_force_ha_per_bohr=0.1167 charge=+2
Pm 0.599 -1.189 0.921
C -3.459 -2.480 2.194
C -2.150 -3.219 2.583
C -2.067 -3.953 3.796
C -0.927 -4.753 4.031
C 0.045 -4.911 3.048
C -0.111 -4.154 1.879
N -1.123 -3.276 1.675
C 0.863 -4.321 0.751
C 1.600 -5.557 0.616
C 2.391 -5.775 -0.510
C 2.778 -4.714 -1.286
C 2.155 -3.450 -1.041
N 1.267 -3.320 -0.025
C 2.720 -2.193 -1.627
C 3.594 -2.129 -2.780
C 4.015 -0.902 -3.230
C 3.548 0.228 -2.586
C 2.729 0.126 -1.433
C 2.158 1.351 -0.787
N 2.262 -1.080 -1.053
H -3.114 -1.664 1.586
H -4.127 -2.158 3.006
H -4.137 -3.161 1.645
H -2.966 -3.996 4.428
H -0.760 -5.176 5.067
H 0.845 -5.540 3.171
H 1.425 -6.323 1.348
H 2.809 -6.759 -0.746
H 3.477 -4.766 -2.134
H 3.905 -3.124 -3.251
H 4.691 -0.914 -4.088
H 3.787 1.225 -3.013
H 1.594 1.859 -1.605
H 2.935 2.051 -0.374
H 1.395 1.050 -0.085
C -1.826 8.500 -3.342
C -1.897 7.355 -2.308
O -0.923 7.094 -1.657
S -3.390 6.294 -2.108
C -2.653 4.815 -1.700
C -2.492 3.843 -2.707
C -2.000 2.578 -2.391
C -1.696 2.351 -1.078
C -1.770 3.328 -0.069
C -2.249 4.559 -0.377
C -1.478 1.071 -0.618
C -1.300 -0.120 -0.215
H -1.499 8.141 -4.327
H -1.205 9.359 -2.981
H -2.824 8.928 -3.564
H -2.497 4.197 -3.737
H -1.987 1.754 -3.125
H -1.290 3.146 0.893
H -2.242 5.425 0.306
N 1.312 1.267 3.138
C 0.515 0.155 3.230
N -0.811 0.332 2.974
S 1.050 -1.504 3.500
H 0.933 2.229 2.919
H 2.276 1.169 3.468
H -1.231 1.124 2.476
H -1.474 -0.328 3.307


Entry 3:
74
Properties=species:S:1:pos:R:3 method="wB97M-V/def2-TZVPD" total_energy_ha=-3701.28130 homo_lumo_gap_ev="7.54 / 7.50" spin_multiplicity=3 largest_force_ha_per_bohr=0.0161 charge=+1
W 1.055 -0.377 0.266
C -3.434 -0.764 0.031
C -1.965 -1.066 0.015
N -1.086 -0.089 0.086
N -1.677 1.196 0.151
C -0.833 2.169 0.166
S 0.887 2.051 0.045
S -1.389 3.832 0.265
C -3.008 3.744 -0.547
C -2.875 3.624 -2.043
C -2.452 4.716 -2.799
C -2.293 4.609 -4.173
C -2.560 3.406 -4.816
C -2.996 2.316 -4.076
C -3.148 2.426 -2.697
C -1.570 -2.464 -0.047
C -2.487 -3.465 0.330
C -2.166 -4.796 0.247
C -0.915 -5.169 -0.253
C 0.003 -4.216 -0.629
C -0.304 -2.862 -0.502
O 0.634 -1.978 -0.838
H -3.651 0.137 -0.513
H -3.756 -0.584 1.063
H -4.004 -1.590 -0.380
H -3.479 4.688 -0.268
H -3.597 2.938 -0.114
H -2.237 5.661 -2.307
H -1.967 5.470 -4.746
H -2.447 3.326 -5.891
H -3.230 1.379 -4.572
H -3.499 1.580 -2.129
H -3.456 -3.187 0.725
H -2.873 -5.550 0.569
H -0.657 -6.219 -0.328
H 0.984 -4.485 -0.997
O 3.301 1.154 1.454
C 2.979 1.582 2.747
C 1.558 1.248 3.117
C 1.104 1.823 4.294
C -0.126 1.478 4.808
C -0.882 0.550 4.124
C -0.383 0.040 2.950
N 0.811 0.374 2.430
H 4.186 1.421 1.230
H 3.121 2.655 2.869
H 3.611 1.080 3.484
H 1.738 2.539 4.804
H -0.479 1.917 5.733
H -1.846 0.210 4.480
H -0.953 -0.682 2.406
N -0.229 1.082 -2.803
C 1.024 0.606 -2.837
N 1.639 0.009 -1.836
C 2.869 -0.504 -2.238
C 3.222 -0.223 -3.502
S 1.961 0.657 -4.284
C 3.605 -1.269 -1.244
C 4.680 -2.051 -1.428
S 5.208 -2.688 0.087
C 3.925 -1.857 0.885
N 3.154 -1.167 0.069
N 3.798 -1.896 2.222
H -0.721 1.138 -1.926
H -0.571 1.677 -3.538
H 4.136 -0.481 -4.015
H 5.180 -2.299 -2.352
H 4.201 -2.684 2.699
H 2.921 -1.610 2.626
F 1.577 -2.115 3.881
B 0.930 -2.912 2.920
F 0.964 -2.055 1.586
F -0.407 -3.103 3.192
F 1.637 -4.052 2.611


Entry 4:
71
Properties=species:S:1:pos:R:3 method="wB97M-V/def2-TZVPD" total_energy_ha=-12476.13746 homo_lumo_gap_ev=3.98 largest_force_ha_per_bohr=0.0371 charge=-2
Na -1.816 -1.706 -0.455
C 5.567 -1.157 -1.837
C 4.794 -0.566 -0.649
C 5.235 -1.267 0.645
C 5.146 0.918 -0.535
C 3.296 -0.793 -0.859
C 2.797 -2.090 -0.957
C 1.434 -2.283 -1.124
N 0.573 -1.274 -1.199
C 1.024 -0.032 -1.099
C 2.379 0.249 -0.942
C -0.044 1.036 -1.107
C 0.234 2.390 -0.941
C -0.810 3.305 -0.865
C -2.105 2.805 -0.977
C -2.295 1.443 -1.153
N -1.284 0.584 -1.225
C -0.586 4.803 -0.647
C -1.167 5.579 -1.839
C -1.300 5.239 0.641
C 0.897 5.156 -0.518
H 6.643 -0.990 -1.712
H 5.249 -0.689 -2.772
H 5.396 -2.232 -1.927
H 6.300 -1.088 0.830
H 5.076 -2.346 0.589
H 4.664 -0.891 1.498
H 6.225 1.023 -0.385
H 4.640 1.386 0.314
H 4.877 1.466 -1.442
H 3.449 -2.953 -0.880
H 0.992 -3.278 -1.179
H 2.709 1.274 -0.850
H 1.257 2.720 -0.834
H -2.970 3.455 -0.901
H -3.290 1.003 -1.218
H -2.241 5.406 -1.940
H -0.688 5.264 -2.770
H -1.003 6.655 -1.709
H -2.378 5.079 0.575
H -1.123 6.303 0.831
H -0.932 4.666 1.496
H 1.453 4.889 -1.421
H 1.357 4.648 0.334
H 1.000 6.234 -0.365
Br -5.113 -7.534 -0.360
C -4.674 -5.698 -0.609
C -5.660 -4.735 -0.653
Br -7.494 -5.209 -0.449
C -5.294 -3.384 -0.870
Br -6.618 -2.012 -0.945
C -3.969 -2.937 -1.074
O -3.670 -1.713 -1.307
C -2.898 -3.976 -0.997
O -1.667 -3.646 -1.133
C -3.324 -5.305 -0.779
Br -1.914 -6.591 -0.704
C -1.187 -2.656 3.081
C -1.192 -1.185 2.611
O -1.215 -1.043 1.289
C -2.429 -0.483 3.258
F -3.562 -1.068 2.856
F -2.521 0.818 2.921
F -2.444 -0.517 4.619
C 0.105 -0.516 3.179
F 0.261 -0.586 4.527
F 1.198 -1.117 2.660
F 0.212 0.788 2.864
H -2.093 -3.134 2.708
H -1.135 -2.760 4.169
H -0.331 -3.150 2.619


Entry 5:
61
Properties=species:S:1:pos:R:3 method="wB97M-V/def2-TZVPD" total_energy_ha=-3317.59280 homo_lumo_gap_ev="4.57 / 7.01" spin_multiplicity=4 largest_force_ha_per_bohr=0.1540 charge=0
C -3.480 0.597 -0.508
C -2.726 -0.638 -0.431
C -2.485 -0.914 0.967
H -2.398 -1.256 -1.257
C -3.098 0.107 1.737
C -3.713 1.030 0.840
H -4.346 1.869 1.131
H -3.874 1.043 -1.416
H -1.941 -1.767 1.363
H -3.140 0.114 2.829
Co -1.637 0.866 0.385
C -0.089 0.054 0.200
H -0.002 -0.811 0.850
H -0.190 -0.545 -0.753
H 0.998 0.289 0.080
Si 1.166 -3.007 -1.132
C 2.102 -2.209 -2.560
C 2.078 -3.038 -3.702
H 1.464 -3.939 -3.643
C 2.828 -2.741 -4.845
H 2.836 -3.450 -5.679
C 3.562 -1.550 -4.884
H 4.164 -1.335 -5.769
C 3.526 -0.677 -3.789
H 4.087 0.255 -3.839
C 2.781 -0.976 -2.635
H 2.717 -0.263 -1.814
C 2.390 -3.411 0.195
C 3.337 -4.360 -0.237
H 3.473 -4.537 -1.308
C 4.039 -5.123 0.698
H 4.719 -5.901 0.348
C 3.878 -4.879 2.065
H 4.431 -5.492 2.778
C 3.049 -3.836 2.491
H 2.960 -3.654 3.561
C 2.326 -3.081 1.560
H 1.668 -2.285 1.892
H 0.069 -4.024 -1.481
H 1.161 -4.424 -1.672
N -1.088 4.724 1.282
C -1.885 4.569 2.425
C -2.630 5.539 3.097
C -3.618 5.124 4.011
C -3.853 3.761 4.229
C -3.140 2.795 3.500
C -2.165 3.195 2.565
N -1.554 2.529 1.483
C -0.902 3.484 0.741
C -0.530 3.175 -0.614
C 0.108 3.843 -1.650
S 0.189 2.839 -3.063
C -0.749 1.629 -2.250
N -1.064 1.950 -0.988
H -0.681 5.564 0.879
H -2.437 6.582 2.862
H -4.208 5.871 4.549
H -4.631 3.462 4.939
H -3.323 1.741 3.646
H 0.514 4.845 -1.573
H -1.045 0.680 -2.687


Entry 6:
66
Properties=species:S:1:pos:R:3 method="wB97M-V/def2-TZVPD" smiles="COc1cccc2c(=O)[nH]c(-c3ccc(C(F)(F)F)cc3)nc12.CNC(=O)[C@H](Cc1ccccc1)NC(C)=O" total_energy_ha=-1902.84983 homo_lumo_gap_ev=7.87 largest_force_ha_per_bohr=0.0476 charge=0
C -4.879 -6.942 4.851
O -4.185 -5.747 4.471
C -3.467 -5.056 5.429
C -3.536 -5.338 6.811
C -2.787 -4.600 7.733
C -1.955 -3.571 7.294
C -1.873 -3.277 5.926
C -1.019 -2.226 5.399
O -0.277 -1.541 6.089
N -1.025 -1.961 4.063
C -1.792 -2.711 3.189
C -1.785 -2.414 1.743
C -1.224 -1.228 1.234
C -1.258 -0.950 -0.136
C -1.858 -1.842 -1.040
C -1.898 -1.505 -2.519
F -2.362 -0.237 -2.674
F -2.712 -2.344 -3.214
F -0.641 -1.592 -3.028
C -2.413 -3.031 -0.537
C -2.377 -3.309 0.831
N -2.544 -3.692 3.636
C -2.626 -4.006 4.995
H -5.698 -6.713 5.540
H -5.306 -7.414 3.961
H -4.198 -7.657 5.323
H -4.172 -6.127 7.193
H -2.851 -4.828 8.794
H -1.369 -2.997 8.009
H -0.350 -1.293 3.722
H -0.773 -0.493 1.893
H -0.823 -0.024 -0.502
H -2.887 -3.750 -1.200
H -2.827 -4.233 1.188
C 5.129 6.298 -3.373
N 4.216 6.453 -2.241
C 3.217 5.642 -1.875
O 2.557 5.932 -0.883
C 2.843 4.409 -2.727
C 1.391 4.517 -3.220
C 0.953 3.421 -4.176
C 1.691 3.175 -5.351
C 1.280 2.176 -6.251
C 0.122 1.427 -5.987
C -0.623 1.676 -4.823
C -0.208 2.666 -3.914
N 3.006 3.154 -1.990
C 4.187 2.606 -1.716
C 4.172 1.358 -0.865
O 5.248 3.067 -2.117
H 5.623 5.324 -3.325
H 4.581 6.384 -4.312
H 5.894 7.075 -3.339
H 4.366 7.237 -1.624
H 3.495 4.377 -3.597
H 1.271 5.474 -3.730
H 0.726 4.526 -2.355
H 2.576 3.753 -5.570
H 1.852 1.988 -7.149
H -0.201 0.665 -6.683
H -1.524 1.110 -4.635
H -0.793 2.855 -3.027
H 2.178 2.716 -1.625
H 3.712 0.546 -1.424
H 5.197 1.093 -0.611
H 3.612 1.549 0.049